No. 1
Computed, not measured: a molecular structure, C25H48OP4W in a non-equilibrium geometry, with ωB97M-V/def2-TZVPD.

maximum force	4.0	eV/Å
energy relative to the best compared isomer or geometry (same formula, charge and spin)	85.2	kcal per mole
HOMO energy (alpha / beta)	-0.644 / -0.680	Eh
orbital gap (alpha / beta)	1.64 / 3.64	eV
net charge	+4
spin multiplicity	3

The geometry in XYZ format:
```
79
Properties=species:S:1:pos:R:3:forces:R:3
H -1.824 2.307 -2.021 1.3 0.3 0.9
H 1.060 -3.832 -2.648 -0.3 -0.2 0.4
H -2.415 0.790 -0.031 -1.0 0.0 -0.9
C -2.992 6.556 0.299 -0.2 0.4 -0.1
H -3.323 -2.289 -0.683 1.4 0.3 1.0
H -2.468 -1.222 0.589 0.1 -1.3 -0.8
C -0.639 -1.873 -2.865 -0.4 1.7 -0.5
H 2.935 -3.044 0.498 -0.1 0.1 0.0
H 3.515 1.231 0.975 -0.1 -0.1 -0.2
H 0.383 0.374 3.945 0.1 0.3 0.0
C 2.680 -0.759 -2.189 -0.5 -0.2 -0.1
C 2.230 -1.611 2.903 0.2 1.3 0.5
H -1.644 -7.089 -0.066 0.0 0.1 -0.2
C -2.844 5.163 0.211 0.4 -1.0 0.1
C 0.658 1.282 3.392 -0.3 -0.7 0.4
H 0.413 2.173 3.992 -0.1 -0.3 -0.2
H 3.628 -0.538 0.902 -0.1 0.2 -0.3
H -1.014 -1.983 2.865 0.1 -0.2 -0.2
C -1.130 6.873 -1.293 -1.0 1.1 0.8
C -1.274 1.398 -1.687 0.6 0.8 -0.6
H -2.237 0.876 3.116 0.0 0.1 0.0
C -2.163 7.385 -0.465 0.7 -0.1 -0.5
C -1.998 1.650 2.380 0.0 -0.1 0.1
H -1.608 3.593 -0.572 -0.2 0.0 0.2
C 1.926 -3.279 0.852 0.0 0.1 -0.9
H 1.464 2.580 -1.833 0.6 -0.1 -0.1
H 2.165 -0.663 3.452 0.2 -0.4 -0.3
C -2.357 -2.167 -0.051 -2.5 0.2 0.4
P -0.252 1.457 1.829 -0.2 2.5 3.1
H 1.962 -2.385 3.636 0.2 0.1 -0.5
H -3.461 4.433 0.745 -0.2 0.6 0.0
C -0.853 5.460 -1.282 -0.2 -0.7 0.6
H 0.282 -2.327 -3.196 0.2 -0.4 0.3
H 0.246 -7.838 -1.556 -0.1 0.3 0.1
H 1.415 -6.135 -3.027 -0.1 -0.1 0.4
H -1.438 -2.386 -3.392 -0.3 0.2 -0.2
W -0.117 0.092 -0.072 1.1 -2.6 -0.5
P 1.050 -1.784 1.481 0.2 -2.0 1.7
H 0.531 3.395 0.474 0.1 0.3 -0.2
H 2.086 -0.547 -3.086 0.2 -0.2 0.0
O 0.150 4.864 -1.758 -0.5 0.4 0.0
C 0.409 -4.505 -2.076 0.9 0.2 -0.6
C -1.073 -6.370 -0.645 0.2 1.2 -0.7
C -0.015 -6.778 -1.487 -0.2 -0.4 0.1
H 2.569 -1.806 -1.890 0.2 0.2 -0.1
C 3.551 0.371 0.295 -0.2 -0.2 0.6
H 3.731 -0.505 -2.379 -0.1 -0.2 -0.1
H 0.221 -3.151 3.339 -0.1 0.2 -0.5
C -0.617 -4.024 -1.226 0.5 0.5 -0.1
H 1.380 -3.760 0.037 0.2 0.0 0.3
H -0.493 -0.822 -3.180 -0.7 -0.4 0.1
C -2.027 0.420 -0.998 0.9 0.1 0.9
C -1.421 -5.006 -0.604 0.0 -0.5 0.9
H -2.344 8.466 -0.377 0.3 -0.6 -0.3
P -0.855 -2.172 -1.080 0.1 -3.3 0.2
H -3.765 7.000 0.929 0.2 -0.2 -0.2
H 1.241 3.325 2.116 -0.1 0.1 -0.2
H 2.042 -3.990 1.687 -0.2 0.4 -0.2
C -1.816 4.656 -0.523 0.2 0.1 -0.3
H 1.730 1.309 3.201 0.0 0.0 0.0
H -0.456 1.097 -2.354 -0.6 -0.1 -0.8
H -2.369 -3.023 0.681 0.3 0.9 -1.0
H 0.127 1.764 -0.640 -1.5 -0.1 -0.8
H -0.562 7.589 -1.881 0.2 -0.4 0.0
C 0.336 3.183 1.519 0.0 -0.1 -0.5
H -2.333 -4.738 -0.068 0.4 -0.2 0.0
H -2.578 -0.366 -1.492 0.1 0.0 -0.2
H 2.854 1.785 -2.668 0.0 0.7 0.6
C -0.254 -2.673 2.467 -0.6 0.3 0.0
H -0.457 3.868 1.839 0.2 -0.1 0.0
H 3.066 2.624 -1.012 -0.2 -0.2 -0.7
H 3.257 -1.772 2.568 -0.1 0.1 0.1
H -2.722 1.586 1.572 -0.1 0.2 0.0
H -0.735 -3.462 1.876 0.1 0.3 0.1
C 0.681 -5.849 -2.271 -0.5 0.4 0.3
H 4.467 0.466 -0.303 -0.2 0.0 0.0
C 2.410 2.025 -1.677 -0.1 0.3 -0.4
H -2.085 2.648 2.847 0.1 -0.4 -0.1
P 2.174 0.410 -0.908 1.3 0.6 -0.2
```
Forces are in eV/Å.

No. 2
Computed, not measured: 2 unconnected molecules or ions with the total composition C25H49NO7S3, with ωB97M-V/def2-TZVPD.

maximum force	0.6	eV/Å
HOMO energy	-0.306	Eh
orbital gap	8.55	eV

The geometry in XYZ format:
```
85
Properties=species:S:1:pos:R:3:forces:R:3
H -0.906 2.973 -9.671 -0.1 0.1 0.0
H 4.616 -2.668 7.182 0.0 -0.1 -0.1
C 0.467 -0.084 3.532 0.4 -0.3 -0.1
C -7.853 2.800 -7.635 0.0 0.0 0.0
C -2.628 2.699 -7.648 -0.2 0.2 -0.1
C 4.758 -5.523 5.847 -0.3 0.0 -0.2
H -8.595 5.008 -6.230 0.0 0.0 0.0
H -8.562 4.963 -3.877 0.0 0.0 0.0
H 0.600 0.992 3.438 -0.2 0.1 0.1
H 3.045 -6.228 6.865 -0.1 0.0 0.0
C -0.512 2.835 -4.133 0.1 0.0 0.3
C -8.396 4.021 -5.803 0.0 0.0 0.1
S -2.426 5.615 -6.772 -0.2 0.1 0.0
C -0.163 2.922 -7.611 0.2 -0.2 0.3
H -1.003 -1.146 2.349 0.0 -0.1 -0.1
H 2.994 -0.191 5.669 -0.1 0.1 0.1
H 1.135 -2.564 5.961 0.0 -0.1 0.0
O -9.197 2.690 -7.490 0.0 0.0 0.0
C -0.147 3.437 -9.044 0.3 -0.1 0.0
H -2.837 3.409 -8.452 0.1 0.0 0.0
H -0.237 4.521 -9.084 -0.2 0.0 0.0
C 5.425 -4.327 5.156 0.2 0.2 0.2
C 6.726 -3.898 5.812 0.1 -0.2 0.0
H -9.491 2.171 -5.520 0.0 0.0 0.1
H 4.348 -4.934 8.514 0.1 0.0 0.0
H 0.599 3.459 -7.047 0.0 -0.1 0.1
C -0.981 2.846 -2.677 -0.1 -0.1 -0.3
C -1.541 4.347 -6.267 0.3 -0.3 0.0
S -1.264 0.166 0.077 -0.4 -0.1 0.0
C 2.569 -2.105 7.548 0.1 0.1 -0.1
H -1.157 2.214 -4.750 0.0 0.0 -0.1
H -0.262 -0.296 4.315 -0.1 0.2 0.0
H -2.060 1.011 -2.274 0.0 0.0 0.0
H 0.822 3.181 -9.478 0.0 0.0 0.0
H -0.297 3.430 -2.062 0.0 0.0 0.1
O -7.234 2.393 -8.562 0.0 0.0 0.0
C 2.117 -2.096 6.080 -0.1 0.1 -0.2
C 1.798 -0.730 3.952 -0.3 -0.1 0.1
H 0.652 -1.304 1.735 0.0 0.0 -0.1
H -2.396 1.743 -8.117 0.1 0.0 0.0
H -10.512 3.508 -6.112 0.0 0.0 -0.1
C 2.046 -0.694 5.473 0.1 -0.1 -0.3
H 2.637 -4.605 8.460 0.0 0.0 0.1
C -0.056 -0.622 2.200 -0.1 0.3 0.2
C 8.354 -5.319 6.802 0.1 0.0 0.1
O 7.715 -4.903 5.621 -0.1 -0.1 0.0
H -6.958 4.321 -4.243 0.0 0.1 0.0
H 2.797 -1.074 7.832 0.0 0.0 0.0
C -8.027 4.136 -4.342 0.0 -0.1 0.0
O -0.829 -1.049 -0.580 0.2 0.1 0.0
C 3.808 -2.948 7.859 -0.1 0.0 0.2
H -8.265 3.223 -3.795 0.1 0.0 0.0
H 2.707 -4.803 5.933 0.0 0.1 -0.1
O -0.274 0.499 1.308 0.2 -0.1 -0.1
H 8.841 -4.484 7.319 0.0 0.0 0.0
H 1.755 -2.422 8.205 0.0 0.0 0.0
H -3.670 2.905 -5.737 0.0 0.1 0.0
H 2.799 -2.678 5.460 0.1 -0.1 0.1
C -9.520 3.066 -6.146 -0.1 0.0 0.0
O -7.320 3.439 -6.567 0.0 0.0 0.0
C -1.056 1.423 -2.145 0.1 0.1 0.1
H 1.771 -1.775 3.629 0.1 0.0 0.0
H 4.532 -6.272 5.086 0.1 -0.1 0.0
H 6.579 -3.730 6.884 0.0 0.1 0.0
H 0.117 1.867 -7.581 -0.2 -0.1 -0.1
H 4.766 -3.457 5.143 -0.1 -0.1 -0.1
N -1.439 3.103 -6.891 -0.3 0.5 -0.2
H 9.113 -6.048 6.527 0.0 0.0 0.0
H 1.243 -0.128 5.949 0.1 0.1 0.2
C -3.870 2.573 -6.755 0.1 -0.4 -0.2
H 0.503 2.442 -4.186 0.0 0.0 -0.1
H -1.964 3.315 -2.641 0.0 0.1 0.2
H -4.702 3.135 -7.168 0.0 0.1 0.1
H 4.145 -2.654 8.857 0.1 0.0 0.0
C 3.570 -4.463 7.906 -0.2 0.1 -0.1
H 7.094 -2.972 5.361 0.0 0.1 0.1
O -0.708 1.445 -0.743 0.1 0.0 -0.1
H 2.622 -0.257 3.418 0.0 0.0 -0.1
H -4.179 1.529 -6.705 -0.1 0.0 0.1
H 7.655 -5.795 7.500 0.0 0.0 0.0
H 5.455 -6.002 6.541 0.1 0.0 0.0
H -0.357 0.766 -2.662 0.0 0.0 0.0
H 5.660 -4.564 4.118 0.0 0.0 0.0
C 3.451 -5.248 6.596 0.1 -0.1 0.2
S -0.558 4.515 -4.813 0.0 0.1 0.0
```
Forces are in eV/Å.